Arrangement one

Entry from OMol25: one molecule with the formula C6H10N2 (ωB97M-V/def2-TZVPD).

Geometry as XYZ:
```
18
C6H10N2 ωB97M-V/def2-TZVPD
C 0.04 1.50 -0.39
C -1.26 0.74 -0.24
C -1.59 -0.12 0.94
N -1.40 -0.73 -0.33
C -0.19 -1.52 -0.50
C 1.15 -0.82 -0.34
N 1.39 -0.20 0.98
C 1.27 0.65 -0.19
H 0.02 2.03 -1.32
H 0.08 2.32 0.36
H -2.09 1.20 -0.74
H -2.60 -0.05 1.34
H -0.83 -0.15 1.72
H -0.28 -1.84 -1.53
H -0.25 -2.41 0.11
H 2.01 -1.34 -0.78
H 2.30 -0.37 1.38
H 2.21 1.11 -0.47
```

For the HOMO energy, the calculation gives -8.54 eV. The charge is 0.



Arrangement two

Entry from OMol25: one molecule with the formula C6H10N2 (ωB97M-V/def2-TZVPD).

Geometry as XYZ:
```
18
C6H10N2 ωB97M-V/def2-TZVPD
C -1.71 1.20 0.11
N -0.42 1.17 -0.09
N -0.15 -0.10 -0.62
C 1.28 -0.42 -0.51
C 1.94 -0.12 0.79
C 2.22 0.76 -0.43
C -1.15 -0.96 -0.02
C -2.42 -0.13 -0.09
H -2.22 2.13 0.46
H 1.73 -1.29 -0.94
H 1.30 0.31 1.57
H 2.65 -0.92 1.21
H 1.71 1.72 -0.59
H 3.21 0.58 -0.90
H -0.89 -1.18 1.07
H -1.06 -2.05 -0.53
H -2.84 -0.25 -1.16
H -3.17 -0.43 0.66
```

For the HOMO energy, the calculation gives -8.14 eV. The charge is 0.



Arrangement three

Entry from OMol25: one molecule with the formula C6H10N2 (ωB97M-V/def2-TZVPD).

Geometry as XYZ:
```
18
C6H10N2 ωB97M-V/def2-TZVPD
C 1.44 -0.38 -0.53
C 0.26 0.43 -0.09
C 0.56 1.96 -0.45
C -0.46 0.15 1.31
N -0.43 -1.18 1.80
C -0.83 -2.00 0.86
N -1.57 -1.32 -0.15
C -1.23 0.04 -0.10
H 2.20 0.25 -0.14
H 1.44 -0.63 -1.60
H 1.26 -1.42 -0.14
H 1.42 2.37 0.10
H -0.32 2.87 -0.65
H 0.97 1.86 -1.59
H -0.41 0.96 2.05
H -0.48 -3.08 0.99
H -2.01 -1.62 -1.02
H -1.82 0.73 -0.66
```

For the HOMO energy, the calculation gives -8.21 eV. The charge is 0.



Stability summary - winner: arrangement one; margin: 0.0216 hartree.



Arrangement one

Entry from OMol25: one molecule with the formula C5H8O (ωB97M-V/def2-TZVPD).

Geometry as XYZ:
```
14
C5H8O ωB97M-V/def2-TZVPD
C 1.29 0.90 -0.72
C 1.16 -0.52 -1.18
C 0.53 -0.09 0.12
C -0.95 0.04 0.21
C -1.70 -0.40 1.38
O -1.45 0.98 1.16
H 0.72 1.66 -1.24
H 2.26 1.23 -0.35
H 2.03 -1.17 -1.15
H 0.49 -0.72 -2.02
H 1.02 -0.42 1.03
H -1.47 0.07 -0.75
H -2.75 -0.71 1.29
H -1.17 -0.84 2.23
```

For the HOMO energy, the calculation gives -10.07 eV. The charge is 0.



Arrangement two

Entry from OMol25: one molecule with the formula C5H8O (ωB97M-V/def2-TZVPD).

Geometry as XYZ:
```
14
C5H8O ωB97M-V/def2-TZVPD
C -0.62 1.27 0.13
C -1.26 0.05 0.69
C -0.70 -1.15 0.00
C 0.57 -0.91 -0.83
O 1.44 -0.02 -0.14
C 0.76 0.86 0.72
H -0.51 1.34 -0.96
H -1.00 2.21 0.53
H 0.58 0.37 1.70
H -1.53 -1.48 -0.65
H -0.56 -1.97 0.72
H 0.30 -0.47 -1.81
H 1.13 -1.83 -1.03
H 1.39 1.72 0.92
```

For the HOMO energy, the calculation gives -8.33 eV. The charge is 0.



Arrangement three

Entry from OMol25: one molecule with the formula C5H8O (ωB97M-V/def2-TZVPD).

Geometry as XYZ:
```
14
C5H8O ωB97M-V/def2-TZVPD
C 2.71 -0.28 -0.48
C 1.47 -0.05 0.02
C 0.34 0.51 0.36
C -1.04 0.52 -0.21
C -1.78 -0.81 -0.21
O -1.86 1.48 0.44
H 3.24 -1.19 -0.24
H 1.59 -0.19 1.19
H 3.25 0.48 -1.02
H -0.88 0.83 -1.27
H -1.85 -1.17 0.82
H -2.79 -0.66 -0.59
H -1.26 -1.54 -0.83
H -1.25 2.12 0.84
```

For the HOMO energy, the calculation gives -7.87 eV. The charge is 0.



Stability summary - winner: arrangement one; margin: 0.0759 hartree.



Arrangement one

Entry from OMol25: one molecule with the formula C5H8O (ωB97M-V/def2-TZVPD).

Geometry as XYZ:
```
14
C5H8O ωB97M-V/def2-TZVPD
C -0.06 -1.94 0.03
C 0.18 -0.47 0.20
C -0.78 0.73 0.57
C -0.03 1.62 -0.38
C 1.09 0.48 -0.47
O 1.42 -0.07 0.79
H -0.89 -2.10 -0.67
H -0.33 -2.42 0.98
H 0.83 -2.45 -0.36
H -1.80 1.11 0.39
H -0.54 1.01 1.60
H -0.44 1.65 -1.40
H -0.43 2.61 0.03
H 1.79 0.24 -1.29
```

For the HOMO energy, the calculation gives -9.81 eV. The charge is 0.



Arrangement two

Entry from OMol25: one molecule with the formula C5H8O (ωB97M-V/def2-TZVPD).

Geometry as XYZ:
```
14
C5H8O ωB97M-V/def2-TZVPD
O -0.71 1.41 -0.70
C -0.60 0.47 0.35
C -1.37 -0.78 -0.14
C -0.69 -1.65 -1.14
C 1.87 0.46 -0.10
C 0.84 0.18 0.71
H -0.23 2.20 -0.43
H -1.11 0.85 1.24
H -2.34 -0.43 -0.49
H -1.54 -1.43 0.74
H 0.24 -2.01 -0.65
H 1.70 0.90 -1.07
H 2.89 0.23 0.18
H 1.01 -0.29 1.68
```

For the HOMO energy (spin up / spin down), the calculation gives -8.71 / -8.70 eV. The charge is 0.



Arrangement three

Entry from OMol25: one molecule with the formula C5H8O (ωB97M-V/def2-TZVPD).

Geometry as XYZ:
```
14
C5H8O ωB97M-V/def2-TZVPD
C 0.92 1.48 1.35
C 0.25 0.38 0.56
C 0.06 0.49 -0.74
C -0.68 -0.66 -1.31
C -0.75 -1.62 -0.13
O -0.30 -0.78 1.10
H 0.24 1.90 2.10
H 1.85 1.20 1.85
H 1.16 2.28 0.64
H 0.42 1.29 -1.37
H 0.03 -1.02 -2.05
H -1.65 -0.40 -1.78
H 0.01 -2.38 -0.15
H -1.73 -2.14 -0.08
```

For the HOMO energy, the calculation gives -8.13 eV. The charge is 0.



Arrangement four

Entry from OMol25: one molecule with the formula C5H8O (ωB97M-V/def2-TZVPD).

Geometry as XYZ:
```
14
C5H8O ωB97M-V/def2-TZVPD
C 3.19 0.29 -0.06
C 2.21 -0.37 0.19
C 0.90 -0.97 0.44
C -0.14 0.08 0.07
O -1.43 -0.39 0.36
C -2.39 0.41 -0.28
H 4.04 0.88 -0.29
H 0.79 -1.26 1.49
H 0.75 -1.87 -0.17
H 0.06 1.02 0.62
H -0.04 0.31 -1.00
H -2.20 1.48 -0.09
H -2.36 0.24 -1.37
H -3.37 0.15 0.11
```

For the HOMO energy, the calculation gives -9.99 eV. The charge is 0.



Stability summary - winner: arrangement three; margin: 0.0447 hartree.



Arrangement one

Entry from OMol25: one molecule with the formula C5H8O (ωB97M-V/def2-TZVPD).

Geometry as XYZ:
```
14
C5H8O ωB97M-V/def2-TZVPD
O -0.95 1.74 -0.54
C -0.80 0.76 0.45
C -1.14 -0.64 -0.05
C 0.42 -1.26 -0.54
C 1.39 -0.12 -0.59
C 0.51 0.02 0.56
H -0.30 2.44 -0.40
H -1.18 1.12 1.43
H -1.67 -0.65 -0.97
H -1.60 -1.22 0.77
H 0.85 -2.14 -0.03
H 1.31 0.60 -1.39
H 2.40 -0.29 -0.23
H 0.74 -0.37 1.54
```

For the HOMO energy, the calculation gives -7.72 eV. The charge is 0.



Arrangement two

Entry from OMol25: one molecule with the formula C5H8O (ωB97M-V/def2-TZVPD).

Geometry as XYZ:
```
14
C5H8O ωB97M-V/def2-TZVPD
C 2.54 0.39 -0.07
C 1.09 0.36 -0.20
C 0.05 -0.13 -0.59
C -1.25 -0.81 -0.61
C -1.92 -0.07 0.58
O -1.33 1.22 0.58
H 2.88 0.39 0.96
H 2.90 -0.54 -0.55
H 2.98 1.24 -0.59
H -1.82 -0.64 -1.54
H -1.08 -1.89 -0.50
H -3.01 -0.03 0.44
H -1.75 -0.62 1.52
H -0.29 1.12 0.57
```

For the HOMO energy, the calculation gives -9.36 eV. The charge is 0.



Stability summary - winner: arrangement two; margin: 0.0422 hartree.



Arrangement one

Entry from OMol25: one molecule with the formula C5H8O (ωB97M-V/def2-TZVPD).

Geometry as XYZ:
```
14
C5H8O ωB97M-V/def2-TZVPD
O -1.60 1.40 0.61
C -0.77 0.58 -0.12
C -0.58 -0.79 0.44
C 0.74 -1.38 -0.13
C 1.78 -0.33 -0.41
C 1.32 0.91 -0.28
H -1.78 2.20 0.10
H 0.51 1.07 0.53
H -0.92 0.64 -1.20
H -1.43 -1.43 0.17
H -0.57 -0.70 1.54
H 1.12 -2.19 0.50
H 0.51 -1.83 -1.10
H 1.66 1.87 -0.66
```

For the HOMO energy, the calculation gives -7.37 eV. The charge is 0.



Arrangement two

Entry from OMol25: C5H8O as an isolated structure (ωB97M-V/def2-TZVPD).

Geometry as XYZ:
```
14
C5H8O ωB97M-V/def2-TZVPD
C 1.52 -0.36 -0.41
C 0.07 -0.16 -0.07
C -0.89 -1.01 0.72
C -1.43 -0.09 -0.31
O -1.53 1.21 0.29
C -0.07 1.29 0.15
H 1.80 -0.06 -1.42
H 1.88 -1.38 -0.19
H 1.93 0.46 0.29
H -0.86 -2.06 0.41
H -1.13 -0.84 1.76
H -2.00 -0.29 -1.21
H 0.80 1.61 0.83
H 0.07 1.83 -0.80
```

For the HOMO energy, the calculation gives -9.30 eV. The charge is 0.



Arrangement three

Entry from OMol25: one molecule with the formula C5H8O (ωB97M-V/def2-TZVPD).

Geometry as XYZ:
```
14
C5H8O ωB97M-V/def2-TZVPD
O -0.58 1.62 1.32
C -0.58 0.34 0.73
C -0.95 0.35 -0.77
C 0.07 -0.56 -1.41
C 0.98 -0.99 -0.54
C 0.77 -0.41 0.83
H 0.33 1.95 1.33
H -1.35 -0.22 1.28
H -1.97 -0.01 -0.94
H -0.91 1.37 -1.16
H 0.05 -0.81 -2.47
H 1.81 -1.65 -0.78
H 1.58 0.30 1.07
H 0.77 -1.16 1.63
```

For the HOMO energy, the calculation gives -9.33 eV. The charge is 0.



Stability summary - winner: arrangement three; margin: 0.1131 hartree.